C47H44N2O2P3PdS2 | wB97M-V/def2-TZVPD

The geometry in XYZ format:
```
101
Properties=species:S:1:pos:R:3:forces:R:3:lowdin_charge:R:1
Pd -0.256176 0.088605 -0.056578 0.1496 1.1158 0.1821 -0.0463
C 1.691497 3.080885 -0.978128 -0.0598 -0.0860 0.1246 -0.3209
N 2.764515 2.859163 -0.020977 0.0944 -0.0298 -0.0197 -0.1588
C 2.860057 1.697789 0.857300 -0.1713 0.0642 -0.0971 -0.3234
P 2.097642 0.099828 0.239881 0.0188 -0.3398 -0.5087 0.9451
C 3.216969 -1.060031 1.119777 -0.1363 0.0770 0.1846 -0.3696
C 3.757775 -2.182231 0.497616 0.0358 -0.0266 -0.0484 -0.1105
C 4.475336 -3.115125 1.233835 0.0105 0.0359 0.0102 -0.0887
C 4.665290 -2.939389 2.598318 -0.0097 0.0125 -0.0222 -0.1056
C 4.126905 -1.825762 3.228942 -0.0143 -0.0072 -0.0491 -0.0977
C 3.398472 -0.900357 2.493902 0.0198 -0.0095 0.0222 -0.1060
C 2.831397 0.078089 -1.455472 0.2107 0.0234 0.1701 -0.3754
C 2.071324 -0.355457 -2.535941 -0.0704 0.0136 0.0130 -0.1216
C 2.596594 -0.336779 -3.822890 0.0411 0.0060 -0.0050 -0.0780
C 3.887135 0.120556 -4.043359 -0.0152 -0.0037 0.0393 -0.0962
C 4.663051 0.544014 -2.969344 -0.0630 -0.0215 0.0104 -0.0863
C 4.138139 0.513625 -1.686417 -0.0104 0.0434 -0.0054 -0.0926
C 3.747859 3.830894 0.097434 -0.0617 -0.0578 0.0040 -0.2381
C 4.523440 3.940155 1.263681 0.0407 0.0439 -0.0199 -0.0302
C 5.498595 4.918865 1.377580 -0.0199 -0.0182 -0.0123 -0.1001
C 5.737217 5.820511 0.349818 -0.0405 -0.0309 -0.0052 -0.1217
C 4.979737 5.715177 -0.808797 -0.0136 -0.0271 0.0052 -0.1017
C 4.005664 4.738471 -0.943177 0.0330 0.0430 0.0159 -0.0327
P 0.013017 2.464412 -0.400453 -0.1162 -0.1916 0.5647 0.9852
C -1.066845 3.771384 -1.111667 -0.0029 -0.2155 -0.2992 -0.3691
C -2.218365 4.181994 -0.439391 -0.0235 0.0627 0.0171 -0.1051
C -3.145240 5.008588 -1.058953 0.0416 -0.0090 0.0319 -0.0918
C -2.942896 5.437735 -2.364627 0.0070 -0.0098 0.0188 -0.1039
C -1.802896 5.035067 -3.045045 0.0384 -0.0287 0.0406 -0.0939
C -0.879395 4.202632 -2.426211 0.0244 0.0614 -0.0116 -0.1004
C 0.090633 3.120399 1.334925 0.0414 0.2405 -0.1792 -0.3754
C -0.278974 2.332974 2.417481 -0.0465 -0.0123 0.0611 -0.1210
C -0.174971 2.818951 3.718214 0.0056 0.0194 -0.0184 -0.0869
C 0.305556 4.098643 3.949655 -0.0009 -0.0205 -0.0561 -0.0960
C 0.668711 4.902556 2.872744 -0.0336 -0.0684 0.0169 -0.0810
C 0.552324 4.416451 1.580872 0.0402 -0.0123 -0.0084 -0.0901
H 1.899434 2.622128 -1.951458 0.0157 -0.0603 -0.0163 0.0842
H 1.599245 4.154886 -1.135213 0.0247 0.0311 0.0048 0.0675
H 2.422274 1.902372 1.840862 -0.0276 -0.0029 0.0389 0.0763
H 3.915716 1.483896 1.019319 0.0531 0.0288 -0.0129 0.0764
H 3.595295 -2.344065 -0.560879 -0.0043 0.0128 0.0356 0.0977
H 4.869846 -3.994108 0.739298 -0.0022 0.0069 0.0012 0.1070
H 5.217792 -3.675157 3.169772 0.0033 0.0033 -0.0061 0.0960
H 4.259754 -1.684302 4.294751 -0.0033 0.0019 -0.0037 0.0953
H 2.949573 -0.054615 3.005098 0.0055 -0.0174 0.0064 0.0974
H 1.071367 -0.731309 -2.360356 -0.0500 -0.0170 0.0029 0.0447
H 1.995611 -0.691140 -4.650925 -0.0034 -0.0010 0.0112 0.1027
H 4.294409 0.137021 -5.047030 -0.0016 0.0006 0.0039 0.0958
H 5.675574 0.893239 -3.131045 -0.0058 -0.0028 0.0064 0.0977
H 4.757127 0.836461 -0.857313 0.0110 0.0046 -0.0034 0.1056
H 4.345814 3.273964 2.095783 0.0008 0.0229 0.0032 0.1002
H 6.072035 4.979908 2.294980 -0.0035 -0.0005 -0.0043 0.0981
H 6.496756 6.584550 0.447952 0.0040 -0.0031 -0.0026 0.0903
H 5.157170 6.393385 -1.635041 -0.0027 -0.0011 0.0039 0.0976
H 3.463919 4.658642 -1.875467 0.0209 0.0103 0.0096 0.1005
H -2.384815 3.858911 0.582762 -0.0120 -0.0111 -0.0208 0.1012
H -4.030098 5.320436 -0.517456 0.0011 -0.0062 -0.0007 0.0990
H -3.669817 6.077564 -2.848709 0.0035 0.0025 0.0100 0.0952
H -1.634849 5.361381 -4.064093 0.0051 -0.0061 0.0036 0.0986
H -0.003520 3.880392 -2.979817 -0.0365 -0.0075 -0.0124 0.1000
H -0.633271 1.325978 2.234691 -0.0092 -0.0942 -0.0335 0.0591
H -0.464169 2.186728 4.548973 0.0005 0.0078 -0.0034 0.0997
H 0.397719 4.472195 4.962235 -0.0036 -0.0022 -0.0045 0.0961
H 1.043684 5.904823 3.040461 -0.0012 -0.0117 -0.0011 0.1002
H 0.831858 5.056836 0.751606 0.0063 -0.0040 -0.0019 0.1094
C -3.721106 0.190061 1.304778 0.0856 0.1045 0.0313 -0.2793
P -2.521735 -0.424488 0.059597 0.0688 -0.3599 -0.2163 0.7821
C -3.285546 0.292298 -1.452117 -0.0863 -0.0384 0.0394 -0.2813
C -2.993747 -2.181857 -0.063762 0.0002 -0.0420 0.0717 -0.4091
C -2.853184 -2.866804 -1.269917 -0.0023 0.0101 -0.0051 -0.1282
C -3.019061 -4.242081 -1.330201 0.0122 -0.0066 -0.0074 -0.0890
C -3.325250 -4.959738 -0.182392 0.0696 0.0382 -0.0096 -0.0883
C -3.471031 -4.289323 1.023325 0.0181 0.0460 0.0062 -0.0932
C -3.302006 -2.911668 1.081801 -0.0363 -0.0611 -0.0015 -0.1123
H -3.486056 -0.198286 2.294592 0.0086 0.0153 0.0044 0.0271
H -4.742441 -0.089521 1.038878 0.0104 -0.0007 0.0044 0.0471
H -3.639967 1.278550 1.343550 -0.0056 -0.0077 0.0176 0.0246
H -4.271843 -0.130529 -1.656668 -0.0020 0.0233 0.0167 0.0446
H -2.631890 0.128059 -2.307370 -0.0021 -0.0304 -0.0128 0.0283
H -3.370656 1.372124 -1.307828 0.0363 -0.0028 -0.0113 0.0212
H -2.563406 -2.330429 -2.165620 0.0125 -0.0155 0.0071 0.0980
H -2.856227 -4.764934 -2.263255 0.0173 0.0027 0.0044 0.1044
H -3.400010 -6.038236 -0.226460 -0.0213 -0.0109 -0.0120 0.1005
H -3.690014 -4.843103 1.928753 -0.0051 0.0140 -0.0032 0.0951
H -3.383938 -2.410942 2.039238 0.0049 -0.0225 0.0065 0.0870
O 1.413801 -7.300493 -2.557131 0.0073 -0.0489 -0.0681 -0.3241
S 0.397689 -6.774352 -1.681167 -0.0716 0.0266 0.0123 0.5964
O -0.889188 -7.428104 -1.708386 -0.0151 -0.0166 -0.0231 -0.3323
N 0.238495 -5.167894 -1.854087 -0.0361 0.2757 0.1218 -0.1138
C 0.585367 -4.505329 -0.763242 -0.0200 -0.1237 -0.1162 -0.8048
S 0.519994 -2.839624 -0.512227 -0.0088 -0.4041 -0.0935 0.6242
C 1.075085 -5.408701 0.347134 -0.0012 0.1943 -0.0879 -0.2291
C 1.578089 -5.056292 1.587696 0.0058 -0.0127 0.0970 -0.0424
C 2.013453 -6.070575 2.432879 -0.0234 0.0119 -0.0542 -0.0806
C 1.946422 -7.408550 2.043560 0.0034 0.0174 0.0074 -0.0921
C 1.446210 -7.758838 0.795160 -0.0454 0.0519 0.0078 -0.0482
C 1.018571 -6.732888 -0.025905 0.1022 -0.1508 0.0753 -0.2312
H 1.630026 -4.009759 1.864171 -0.0146 -0.0238 0.0031 0.0913
H 2.417217 -5.818085 3.405999 -0.0006 -0.0017 0.0032 0.0961
H 2.294782 -8.181739 2.717844 -0.0027 0.0082 0.0039 0.0942
H 1.395842 -8.791937 0.474830 0.0056 0.0192 -0.0005 0.1142
```
Positions in Å, forces in eV/Å.

Calculated values
Gap between HOMO and LUMO   5.92 eV
Net charge   -1
LUMO level   2.2 eV

C47H44N5Sb2Tl | wB97M-V/def2-TZVPD

The geometry in XYZ format:
```
99
Properties=species:S:1:pos:R:3:forces:R:3:lowdin_charge:R:1
Tl 1.360609 0.563162 -0.683012 -0.4646 -0.0910 -0.0030 0.7293
C 0.720573 6.856419 3.379566 0.3375 0.7538 -0.6383 -0.0585
C 0.884385 5.816513 2.315847 -0.8491 0.3505 -0.0584 -0.3081
C 1.333445 6.144999 1.056803 1.2651 2.9605 0.6295 -0.0642
C 1.719595 5.225353 0.130707 0.2725 1.6392 -1.1351 -0.0482
C 1.506574 3.901835 0.320924 -1.0584 -2.2855 0.8411 -0.2594
N 1.915503 2.929351 -0.516043 -0.1117 -0.7099 -0.1774 -0.0710
C 2.422294 3.124690 -1.773185 0.0470 0.3495 -0.5072 -0.3035
C 1.883200 3.973255 -2.816345 -0.4182 -0.1969 1.2767 -0.0165
C 2.390322 3.992292 -4.088434 1.1041 -1.0493 -0.0161 -0.0386
C 3.461404 3.129903 -4.420957 -1.0596 0.7888 0.0862 -0.2785
C 4.059868 3.083539 -5.792735 -0.0601 -0.7842 0.5554 -0.0524
C 3.937884 2.301327 -3.440821 0.7547 -0.7782 -0.4219 0.0006
C 3.495406 2.276835 -2.133555 -0.4439 0.9365 -0.1891 -0.2024
N 4.166924 1.477509 -1.149724 -0.3059 -0.9178 0.2349 -0.1265
C 4.899820 1.910024 -0.102000 -0.0317 1.0412 0.0884 -0.0666
C 5.315365 0.824761 0.619542 0.4802 -0.9115 0.4703 -0.0649
C 4.745202 -0.279918 -0.043649 -0.6931 0.4455 -0.8857 -0.1606
N 4.011632 0.096077 -1.109547 1.0556 1.0169 0.5401 -0.0027
C 0.812094 3.550359 1.530633 0.3451 0.9891 -0.6837 -0.1320
C 0.533343 4.499520 2.492438 0.5285 -0.6129 0.0626 0.0052
N 0.415638 2.234229 1.843019 1.4638 -0.5150 -0.1312 -0.1249
C -0.740182 1.906162 2.407977 -0.7019 -0.4519 0.8216 -0.0972
C -0.594077 0.651322 2.986829 0.1006 0.7160 -0.8056 -0.0530
C 0.723599 0.298058 2.654853 -0.0045 -0.0819 0.6291 -0.2066
N 1.369345 1.263645 2.029168 -0.5741 0.2646 -0.6302 0.0369
H -0.308921 6.952639 3.725888 0.0360 0.0710 0.0511 0.0759
H 1.065379 7.813409 2.929572 -0.4371 -0.3700 0.5197 0.0780
H 1.373291 6.665207 4.224904 0.0075 -0.1043 0.2559 0.0738
H 1.581786 7.249404 0.892527 -0.3921 -1.6078 -0.0105 0.1333
H 2.191147 5.569964 -0.782511 -0.0214 -0.0761 0.0531 0.1102
H 0.999232 4.582017 -2.583503 0.4548 -0.2619 0.0396 0.1184
H 1.983593 4.588972 -4.880929 -0.3471 0.4194 -0.0614 0.1044
H 5.041601 3.502366 -5.776039 0.8205 0.3240 -0.0813 0.0720
H 3.500173 3.595918 -6.538757 -0.6322 0.4804 -0.4780 0.0641
H 4.148367 2.044761 -6.093262 0.1059 -0.1745 -0.2357 0.0800
H 4.680783 1.589425 -3.757664 0.4621 -0.1980 0.2174 0.1245
H 5.028774 2.978843 0.125742 -0.0382 -0.7076 -0.4588 0.1454
H 5.983861 0.775353 1.491655 -0.6032 0.2510 -0.5898 0.1055
H 4.795106 -1.338172 0.159081 0.1131 0.0352 0.1915 0.0940
H 0.154231 4.137854 3.429945 -0.2529 0.0254 0.3762 0.1228
H -1.532789 2.642291 2.435149 -0.0600 -0.3043 -0.0567 0.1331
H -1.322886 0.109223 3.539446 -0.3368 -0.3299 0.1699 0.0886
H 1.262269 -0.592557 2.912023 0.0766 -0.3128 0.0516 0.0960
C -1.302775 -4.069083 0.046547 -0.1656 -0.5559 -0.5968 -0.3989
C -2.511967 -3.268795 0.555857 -0.1819 -0.4828 -0.3637 -0.4168
C -3.182771 -2.377475 -0.485796 -1.0691 -0.4358 -1.0609 -0.4197
Sb -2.689958 -0.296411 -0.340748 -0.7542 0.1903 -0.2027 1.4156
C -4.210668 0.049253 1.154639 -0.4650 0.0557 1.0651 -0.3983
C -4.581486 1.381185 1.478836 0.2348 -0.5991 -1.1654 -0.1475
C -5.621327 1.586754 2.365937 -0.1014 1.7504 0.0553 -0.1106
C -6.298598 0.569891 3.031621 0.3474 0.7775 -0.2076 -0.1026
C -5.911061 -0.720534 2.791847 0.2282 -0.6597 -0.6269 -0.0887
C -4.896024 -0.978507 1.842817 0.0541 0.7841 0.4105 -0.1202
C -4.106783 0.257523 -1.894200 0.0141 -0.2321 -0.5893 -0.3838
C -3.641741 0.730383 -3.134947 -1.3563 0.2656 0.0930 -0.1327
C -4.559786 1.106214 -4.133816 0.6060 0.1044 -0.1047 -0.0964
C -5.928347 1.036105 -3.890935 0.7170 0.2877 -1.2213 -0.1164
C -6.399619 0.547857 -2.692949 -0.1041 -0.8535 0.2083 -0.0882
C -5.485006 0.086160 -1.728490 -0.5763 0.6584 0.1802 -0.1229
Sb 0.568371 -3.051626 0.378589 0.3124 -0.4617 -0.7139 1.4108
C 1.051981 -4.084175 2.173613 -0.2563 -0.3710 -0.0555 -0.4067
C 0.015158 -4.516024 2.982365 0.4158 -0.5027 1.5486 -0.1349
C 0.311484 -5.170093 4.190772 -0.0794 0.2025 0.2002 -0.0826
C 1.623818 -5.424819 4.566150 -0.0311 0.6163 -0.8982 -0.0980
C 2.679627 -4.956084 3.785219 -0.3589 -0.1712 -0.0957 -0.0751
C 2.357173 -4.325553 2.583244 0.8752 0.1950 0.2087 -0.1369
C 1.689316 -4.384234 -0.929557 1.0990 0.4945 -0.0394 -0.3495
C 3.104380 -4.439422 -0.876420 -0.9340 -0.2250 0.0868 -0.1391
C 3.854664 -5.270201 -1.689864 1.0975 0.3765 0.2270 -0.1018
C 3.230966 -6.061702 -2.634589 1.0105 -0.5884 -0.9345 -0.0986
C 1.867995 -5.942909 -2.743565 -1.1453 -1.0093 -0.6820 -0.1139
C 1.102658 -5.133332 -1.936619 -0.8854 0.4596 0.8395 -0.1426
H -1.446719 -4.213859 -1.045748 0.2469 0.1384 0.5885 0.0403
H -1.239568 -5.106172 0.466719 -0.0258 0.9580 -0.1217 0.0792
H -2.238447 -2.616898 1.364045 0.2000 0.0478 0.9344 0.0497
H -3.225665 -3.999918 0.926454 -0.2690 0.0554 0.2397 0.1029
H -4.305860 -2.407704 -0.458505 0.9445 0.0254 0.3243 0.0636
H -2.988144 -2.734359 -1.512279 0.2380 0.2193 0.2942 0.0589
H -4.154670 2.240008 0.890355 -0.3486 -0.8822 0.8752 0.1154
H -5.915120 2.642940 2.523609 0.0390 -0.7520 0.0585 0.1104
H -7.095986 0.852416 3.701842 -0.0898 -0.2358 0.1172 0.1013
H -6.434223 -1.548626 3.275947 0.3003 0.1680 -0.1381 0.1062
H -4.651870 -2.014095 1.712273 0.2209 -0.3298 -0.3189 0.0706
H -2.595400 0.846704 -3.284008 0.7451 0.0761 -0.2617 0.0729
H -4.257529 1.481494 -5.139664 0.0968 -0.3790 1.0513 0.1117
H -6.515002 1.345889 -4.766157 -0.4058 -0.1774 0.8428 0.1062
H -7.476669 0.409799 -2.564338 0.3751 0.1262 0.2070 0.1051
H -5.897915 -0.315628 -0.795892 0.2671 0.1154 -0.3163 0.0946
H -1.023640 -4.358116 2.777563 -0.3853 0.2302 -0.3848 0.0789
H -0.457103 -5.412447 4.936387 0.0468 -0.1044 -0.6947 0.1074
H 1.798604 -5.984002 5.443640 0.2810 -0.3415 0.9888 0.0859
H 3.722462 -5.073057 4.119998 -0.5981 -0.0378 -0.3763 0.1113
H 3.187123 -4.011291 1.960686 -0.0511 0.1363 -0.0279 0.0774
H 3.647141 -3.869214 -0.158236 0.2122 0.5126 0.4564 0.0609
H 4.961247 -5.239453 -1.574648 -0.9477 -0.2109 -0.1720 0.1167
H 3.832352 -6.727753 -3.316224 -0.8461 0.7491 0.8667 0.1234
H 1.261652 -6.553603 -3.404487 0.5076 -0.1078 -0.3902 0.1039
H 0.004471 -5.131580 -2.046505 0.7649 -0.0960 -0.1138 0.0865
```
Positions in Å, forces in eV/Å.

Calculated values
Gap between HOMO and LUMO   6.87 eV
LUMO level   0.4 eV

Number 1: HOMO -3.70 eV, calculated total energy -109548.3495 eV, molar mass 932.36 g mol⁻¹. Number 2: HOMO -6.49 eV, calculated total energy -74668.3047 eV, molar mass 1126.81 g mol⁻¹.